{
  "formula": "C5H12NS",
  "method": "ωB97M-V/def2-TZVPD",
  "total_charge": 1,
  "de_lowest_ev": 5.671,
  "lumo_energy_ev": [-3.536, -5.079],
  "homo_ev": [-13.450, -10.664],
  "species": ["C", "C", "C", "C", "C", "N", "S", "H", "H", "H", "H", "H", "H", "H", "H", "H", "H", "H", "H"],
  "coordinates": [[0.2880, 0.5944, 0.0575], [-0.2782, 1.9691, -0.2049], [-0.2386, -0.9290, -0.3417], [1.7884, 0.6963, -0.5846], [-1.6853, -1.1444, -0.0102], [0.4987, -2.1148, 0.3736], [-1.5507, 2.6850, 0.6325], [0.4745, 0.5719, 1.0899], [0.2890, 2.5820, -0.8648], [2.5824, 1.0318, 0.1233], [1.6307, 1.4257, -1.3403], [1.8200, -0.3180, -0.9853], [-2.1375, -1.4604, -0.9683], [-2.2182, -0.3290, 0.3192], [-1.6816, -1.9378, 0.7159], [1.4675, -2.4490, 0.2277], [-0.1621, -2.9236, 0.2061], [0.3949, -1.9316, 1.3489], [-1.2818, 3.9814, 0.2054]]
}



{
  "formula": "C20H61ClN7O16",
  "method": "ωB97M-V/def2-TZVPD",
  "total_charge": -1,
  "de_lowest_ev": 0.000,
  "lumo_energy_ev": 2.144,
  "homo_ev": -5.993,
  "species": ["Cl", "O", "O", "O", "O", "C", "O", "C", "C", "N", "C", "C", "O", "C", "H", "H", "H", "H", "H", "H", "H", "H", "H", "H", "H", "H", "H", "H", "H", "C", "O", "C", "C", "N", "C", "C", "O", "C", "H", "H", "H", "H", "H", "H", "H", "H", "H", "H", "H", "H", "H", "H", "H", "C", "O", "C", "C", "N", "C", "C", "O", "C", "H", "H", "H", "H", "H", "H", "H", "H", "H", "H", "H", "H", "H", "H", "H", "C", "O", "N", "N", "H", "H", "H", "H", "C", "O", "N", "N", "H", "H", "H", "H", "O", "H", "H", "O", "H", "H", "O", "H", "H", "O", "H", "H"],
  "coordinates": [[0.9709, 0.4934, -0.7264], [1.9313, 0.0755, 0.2593], [1.7480, 1.1380, -1.7813], [0.2206, -0.6202, -1.2408], [0.0925, 1.4241, -0.0492], [-6.4472, 5.6731, -0.6850], [-6.2259, 4.2695, -0.5182], [-5.1050, 3.7889, -1.2183], [-5.3526, 2.3223, -1.6091], [-4.2001, 1.6152, -2.1295], [-3.2001, 1.3895, -1.0873], [-3.6476, 0.2671, -0.1182], [-3.9579, -0.8890, -0.8788], [-4.5290, -1.8775, -0.0217], [-7.2772, 5.9497, -0.0460], [-6.4778, 5.9886, -1.7296], [-5.5192, 6.1070, -0.2849], [-4.1875, 3.8382, -0.6296], [-4.9196, 4.2889, -2.1724], [-6.1216, 2.3666, -2.3949], [-5.9325, 1.7127, -0.9002], [-4.4652, 0.7409, -2.5551], [-2.7483, 2.2309, -0.5663], [-2.2888, 0.9894, -1.5479], [-4.5143, 0.6044, 0.4645], [-2.8892, 0.0592, 0.6448], [-5.0941, -2.5624, -0.6557], [-5.3042, -1.3474, 0.5422], [-3.8920, -2.4360, 0.6629], [-0.4493, -0.1015, 3.1638], [0.3075, -1.1072, 3.7897], [-0.3808, -1.8560, 4.7804], [-1.6015, -2.6164, 4.3372], [-2.8487, -1.8786, 4.5452], [-4.0291, -2.6675, 4.2097], [-5.2644, -1.8053, 4.4204], [-5.3142, -1.0217, 3.2246], [-6.2790, -0.0010, 3.2131], [-1.1748, 0.4173, 3.8036], [-1.1092, -0.5529, 2.4076], [0.0972, 0.6581, 2.6091], [-0.6317, -1.1470, 5.5799], [0.4015, -2.4730, 5.2241], [-1.6447, -3.6269, 4.7493], [-1.5225, -2.8485, 3.2616], [-2.8764, -1.0653, 3.9381], [-3.9783, -3.5678, 4.8279], [-3.9488, -2.9643, 3.1540], [-5.0625, -1.2308, 5.3266], [-6.1895, -2.3855, 4.4169], [-6.2578, 0.6284, 2.3312], [-6.2054, 0.6137, 4.1229], [-7.2829, -0.4101, 3.4056], [2.9401, -4.1942, -3.4483], [3.3954, -3.0052, -2.8662], [3.2750, -2.9384, -1.4368], [4.2914, -1.9573, -0.8424], [5.6756, -2.3515, -1.1493], [6.5817, -1.2326, -0.8625], [6.7654, -0.8762, 0.6111], [7.2547, -1.9838, 1.3390], [7.1973, -1.7853, 2.7300], [1.9294, -4.5234, -3.1791], [3.5722, -5.0673, -3.2593], [2.9032, -4.0076, -4.5211], [3.2636, -3.9347, -0.9848], [2.2573, -2.5521, -1.3064], [4.1832, -1.9620, 0.2454], [3.9894, -1.0038, -1.2751], [5.8842, -3.0822, -0.4751], [6.2810, -0.3257, -1.3838], [7.5825, -1.5430, -1.1791], [5.7910, -0.5735, 1.0215], [7.4164, -0.0039, 0.7326], [6.2229, -1.3939, 3.0450], [7.9308, -1.0495, 3.0737], [7.3277, -2.7430, 3.2288], [-0.0599, 3.8804, -3.8637], [0.9037, 4.5947, -3.5627], [-0.3085, 2.6773, -3.3121], [-0.9304, 4.2742, -4.8524], [0.4149, 2.3697, -2.6745], [-1.1140, 2.1105, -3.4872], [-0.8964, 5.2484, -5.0935], [-1.8342, 3.8330, -4.8851], [5.5941, 1.7772, -0.8171], [6.5352, 1.6160, -0.0351], [4.3743, 1.2079, -0.7065], [5.7453, 2.4816, -1.9949], [3.6748, 1.3244, -1.4194], [4.1371, 0.6707, 0.1083], [6.5866, 3.0183, -2.0798], [4.9517, 2.6223, -2.6031], [3.3140, 2.8590, -3.6130], [3.0742, 2.2851, -4.3503], [2.4928, 3.3435, -3.4005], [2.7719, -0.7154, -4.1724], [2.4569, -0.1792, -3.4391], [3.1041, -1.5078, -3.7015], [-1.4205, -3.0974, -1.1014], [-1.7703, -2.5615, -1.8207], [-0.6888, -2.5777, -0.7503], [2.8671, -0.7886, 2.8028], [1.9682, -1.0868, 3.0335], [2.7238, -0.1805, 2.0642]]
}



{
  "formula": "C22H40AlBBr4Cl6N2O6S3V",
  "method": "ωB97M-V/def2-TZVPD",
  "total_charge": 2,
  "lumo_energy_ev": [-9.264, -9.256],
  "spin_multiplicity": 2,
  "homo_ev": [-10.919, -10.927],
  "species": ["C", "C", "C", "C", "C", "C", "C", "C", "C", "B", "O", "O", "C", "C", "C", "S", "C", "N", "S", "N", "C", "H", "H", "H", "H", "H", "H", "H", "H", "H", "H", "H", "H", "H", "H", "H", "H", "H", "H", "H", "H", "H", "O", "V", "C", "C", "O", "C", "C", "H", "H", "H", "H", "H", "H", "H", "H", "H", "H", "C", "Cl", "Cl", "Cl", "Cl", "Cl", "Br", "Al", "C", "Br", "Br", "Br", "H", "O", "H", "H", "C", "S", "O", "C", "H", "H", "H", "H", "H", "H", "Cl"],
  "coordinates": [[-4.2394, -2.3906, 0.9985], [-3.4641, -3.3825, 1.8722], [-2.0480, -2.8969, 2.1738], [-2.0597, -1.5827, 2.9348], [-0.6380, -1.0875, 3.2171], [-0.6321, 0.3816, 3.6881], [-0.2972, 1.3891, 2.6310], [-0.6634, 1.2941, 1.3521], [-0.3159, 2.3188, 0.4260], [-0.6661, 2.3587, -1.1299], [-1.7304, 3.1108, -1.5376], [0.1371, 1.7155, -2.0355], [-0.4117, 0.5049, -2.5816], [-1.6429, 0.7214, -3.4613], [0.3760, 3.3951, 0.8478], [0.7581, 4.6668, -0.3511], [0.7965, 3.5608, 2.1662], [1.4824, 4.5576, 2.7231], [1.6243, 4.1402, 4.2630], [0.8609, 2.7591, 4.2848], [0.4467, 2.5224, 3.0510], [-4.7352, -1.6650, 1.6293], [-3.5432, -1.8738, 0.3501], [-4.9561, -2.8978, 0.3722], [-3.3797, -4.3252, 1.3370], [-3.9959, -3.5958, 2.7930], [-1.5508, -2.7238, 1.2215], [-1.5249, -3.6447, 2.7607], [-2.5806, -0.8139, 2.3772], [-2.5349, -1.7179, 3.8998], [-0.0078, -1.1652, 2.3369], [-0.2426, -1.6803, 4.0309], [-1.6219, 0.6358, 4.0652], [0.0433, 0.5033, 4.5205], [-1.2355, 0.4497, 1.0152], [-2.5180, 2.8229, -1.0518], [0.3651, 0.0893, -3.2063], [-0.6172, -0.2488, -1.8237], [-1.5180, 0.1523, -4.3750], [-1.7633, 1.7532, -3.7492], [-2.5463, 0.3672, -2.9770], [1.9351, 4.2776, -0.9149], [0.7121, 6.3911, -4.0486], [0.7092, 5.9326, -2.5922], [5.0746, -1.9754, -0.6208], [4.4675, -1.5122, -1.9300], [3.1302, -0.9967, -1.8116], [2.8834, 0.1408, -0.9624], [3.6488, 1.3664, -1.4125], [4.4575, -2.7549, -0.1711], [6.0680, -2.3798, -0.8076], [5.1747, -1.1707, 0.1122], [4.3984, -2.3550, -2.6151], [5.0840, -0.7581, -2.4233], [3.1026, -0.1141, 0.0776], [1.8151, 0.3391, -1.0208], [4.7292, 1.2249, -1.3691], [3.3926, 2.2009, -0.7599], [3.3874, 1.6261, -2.4386], [7.2520, 0.0900, 2.7182], [5.5449, 0.3590, 2.3579], [7.4638, -0.0626, 4.5166], [7.8179, -1.3901, 1.9677], [8.2042, 1.4504, 2.1880], [-0.6561, 5.8921, 2.0038], [5.4351, -0.3704, 6.0678], [5.6301, -3.0326, 5.8476], [-5.1103, 4.6686, -2.8096], [-3.3870, 5.4945, -3.0737], [-4.9839, 2.9825, -1.8774], [-6.3338, 5.8597, -1.9429], [-5.5079, 4.4538, -3.7899], [3.1913, -5.2628, 4.6602], [2.8423, -4.9944, 3.8050], [3.0354, -6.2131, 4.6925], [-3.1313, -3.0805, -3.7392], [-4.0424, -1.5633, -4.0514], [-4.3863, -0.9795, -2.7250], [-5.5082, -2.3733, -4.6905], [-2.1741, -2.8132, -3.2932], [-3.6937, -3.7118, -3.0511], [-2.9615, -3.6007, -4.6813], [-5.9084, -3.0549, -3.9405], [-5.2525, -2.9140, -5.6011], [-6.2440, -1.6052, -4.9174], [1.4845, -2.1892, -1.9913]]
}